# 1
Formula: C9H10O2
Source: the Open Molecules 2025 dataset
Level of theory: the ωB97M-V functional and the def2-TZVPD basis

Values from the calculation:
* 2S+1: 3
* HOMO (alpha / beta): -6.432 / -9.368 eV
* orbital gap (alpha / beta): 7.08 / 6.97 eV
* lowest unoccupied orbital energy (alpha / beta): 0.651 / -2.398 eV

```
21
C9H10O2 the ωB97M-V functional and the def2-TZVPD basis
C 1.42 -0.27 0.15
C 2.60 -0.04 -0.03
C -1.60 -0.30 -0.68
C -1.36 0.15 0.59
C -1.17 -1.65 -0.34
C -0.78 -1.10 1.01
C 3.99 0.20 -0.51
C -2.15 0.39 -1.78
C -1.38 1.43 1.34
O -1.09 -2.76 -0.82
O -0.52 -1.51 2.23
H 3.81 0.64 -1.43
H 4.48 -0.79 -0.63
H 4.64 0.76 0.26
H -1.49 0.67 -2.61
H -2.54 1.34 -1.35
H -2.85 -0.28 -2.15
H -2.42 1.79 1.18
H -0.62 2.15 0.89
H -1.09 1.44 2.35
H 0.11 -2.26 2.32
```


# 2
Formula: C2H2ClO2P
Source: the Open Molecules 2025 dataset
Level of theory: the ωB97M-V functional and the def2-TZVPD basis

Values from the calculation:
* HOMO: -9.575 eV
* orbital gap: 9.70 eV
* lowest unoccupied orbital energy: 0.129 eV

```
8
C2H2ClO2P the ωB97M-V functional and the def2-TZVPD basis
Cl -2.38 -1.29 -0.58
P -1.23 -0.14 0.87
C 0.54 -0.54 0.56
C 1.04 0.29 -0.37
O 0.21 1.30 -0.75
O -1.09 1.16 -0.10
H 0.89 -1.39 1.06
H 2.02 0.60 -0.69
```


# 3
Formula: C4H5FN2O
Source: the Open Molecules 2025 dataset
Level of theory: the ωB97M-V functional and the def2-TZVPD basis

Values from the calculation:
* HOMO: -9.001 eV
* orbital gap: 9.85 eV
* lowest unoccupied orbital energy: 0.854 eV

```
13
C4H5FN2O the ωB97M-V functional and the def2-TZVPD basis
C -0.88 -1.72 0.51
N 0.36 -1.03 0.76
C 0.54 0.24 0.25
C -0.04 0.78 -0.94
C 0.53 2.00 -0.98
F 0.41 2.99 -1.83
O 1.35 2.23 0.04
N 1.35 1.09 0.85
H -0.98 -1.86 -0.57
H -1.77 -1.20 0.88
H -0.83 -2.71 0.96
H 0.73 -1.13 1.71
H -0.74 0.33 -1.64
```


# 4
Formula: CH5S3
Source: the Open Molecules 2025 dataset
Level of theory: the ωB97M-V functional and the def2-TZVPD basis

Values from the calculation:
* HOMO: -2.579 eV
* charge: -1
* orbital gap: 6.16 eV
* lowest unoccupied orbital energy: 3.583 eV

```
9
CH5S3 the ωB97M-V functional and the def2-TZVPD basis
S -3.18 0.63 1.05
H -3.12 -0.51 0.37
C 1.80 -0.61 -0.25
S 1.20 0.99 0.38
S -0.35 1.27 -1.03
H 2.69 -0.90 0.32
H 1.91 -0.53 -1.32
H 1.02 -1.34 -0.02
H -1.97 1.01 0.50
```


# 5
Formula: C3H10NOS
Source: the Open Molecules 2025 dataset
Level of theory: the ωB97M-V functional and the def2-TZVPD basis

Values from the calculation:
* HOMO: -2.837 eV
* charge: -1
* orbital gap: 6.15 eV
* lowest unoccupied orbital energy: 3.315 eV

```
16
C3H10NOS the ωB97M-V functional and the def2-TZVPD basis
C 2.32 -0.28 -0.56
S 1.87 -0.76 -2.25
C 0.12 -0.12 -2.38
H 2.13 -1.03 0.20
H 1.62 0.53 -0.27
H 3.29 0.21 -0.51
H -0.22 -0.61 -3.28
H -0.26 -0.22 -1.36
H 0.20 0.95 -2.56
N -1.29 -0.15 2.69
C -1.80 0.63 1.41
O -0.83 1.02 0.63
H -1.82 -1.02 2.75
H -0.35 -0.50 2.49
H -2.59 -0.09 1.07
H -2.37 1.46 1.93
```


# 6
Formula: C4H11NO6S
Source: the Open Molecules 2025 dataset
Level of theory: the ωB97M-V functional and the def2-TZVPD basis

Values from the calculation:
* HOMO: -8.714 eV
* orbital gap: 9.20 eV
* lowest unoccupied orbital energy: 0.481 eV

```
23
C4H11NO6S the ωB97M-V functional and the def2-TZVPD basis
C 0.70 0.01 1.86
C 0.11 -0.68 0.67
N 0.42 0.10 -0.71
C 0.04 1.47 -0.71
C 0.35 -0.61 -2.05
O 1.37 -0.09 -2.84
O -0.79 -0.15 -2.71
O 0.46 -1.92 -1.78
S -1.70 -1.08 0.81
O -1.72 -2.39 1.45
O -2.42 -0.82 -0.40
O -2.23 -0.03 1.86
H 0.24 1.08 2.00
H 0.62 -0.55 2.81
H 1.77 0.31 1.70
H 0.59 -1.61 0.35
H -0.48 1.73 -1.65
H -0.63 1.66 0.08
H 0.93 2.15 -0.72
H 1.17 0.00 -3.79
H -1.59 -0.49 -2.30
H 1.29 -2.28 -2.13
H -2.55 -0.56 2.61
```


What is the formula in the third record?
C4H5FN2O